A structure of composition C20H20N2O2PPt. Source: OMol25; level of theory: ωB97M-V with the def2-TZVPD basis set.

Computed properties:
Charge   +3
LUMO energy   -12.3 eV
F_max   1.0 eV Å⁻¹
Relative energy (zero: lowest compared OMol25 entry of this formula, charge and spin)   138.3 kJ/mol
Highest occupied orbital energy   -18.403 eV
Spin multiplicity   1

Cartesian coordinates (Å):
Pt  -0.99  0.32  -0.01
C  -4.68  1.04  -0.26
C  -3.53  1.77  -0.03
C  -2.64  1.39  1.00
C  -2.96  0.23  1.77
C  -4.12  -0.51  1.52
C  -4.99  -0.07  0.53
P  -1.69  -0.50  2.79
C  -1.74  -0.28  4.47
C  -2.74  0.56  5.03
C  -2.77  0.74  6.39
C  -1.78  0.15  7.19
C  -0.77  -0.65  6.65
C  -0.72  -0.86  5.29
C  -1.03  -1.84  1.97
C  -0.66  -3.13  2.43
C  -0.35  -4.08  1.49
C  -0.37  -3.76  0.12
C  -0.68  -2.49  -0.34
C  -0.98  -1.50  0.59
H  -5.37  1.35  -1.04
H  -3.32  2.66  -0.61
H  -1.96  2.13  1.42
H  -4.35  -1.40  2.09
H  -5.91  -0.61  0.37
H  -3.49  1.02  4.40
H  -3.54  1.34  6.85
H  -1.79  0.33  8.26
H  -0.03  -1.10  7.29
H  0.08  -1.44  4.85
H  -0.70  -3.37  3.48
H  -0.12  -5.09  1.80
H  -0.12  -4.53  -0.60
H  -0.66  -2.27  -1.41
C  1.99  1.71  -4.35
O  0.80  1.13  -3.74
C  0.51  1.32  -2.50
O  -0.55  0.81  -2.06
N  1.31  2.06  -1.71
N  0.96  2.24  -0.37
H  2.01  1.31  -5.35
H  2.88  1.38  -3.81
H  1.90  2.79  -4.38
H  2.13  2.52  -2.08
H  0.65  3.20  -0.23
H  1.78  2.10  0.21